[1]
14
Properties=species:S:1:pos:R:3:nbo_charge:R:1 method="wB97M-V/def2-TZVPD" e_above_lowest_kcal_mol=121.8 total_energy_ha=-340.94214 e_lumo_ev="-5.47 / -5.47" charge=+1
C 0.06 -1.12 0.79 -0.146
C 1.14 -1.41 0.05 -0.124
C -0.98 -0.30 0.00 -0.298
C -0.33 2.04 0.53 0.149
N -0.33 1.00 -0.27 -0.386
N 1.35 -1.21 -1.30 0.162
O 0.97 -0.29 -1.95 -0.292
H -0.26 -1.51 1.77 0.265
H 1.97 -2.09 0.42 0.259
H -1.14 -0.70 -0.98 0.250
H -1.91 -0.27 0.55 0.255
H 0.02 1.10 -1.24 0.466
H -0.65 1.83 1.46 0.206
H 0.09 2.93 0.16 0.236

***

[2]
9
Properties=species:S:1:pos:R:3:nbo_charge:R:1 method="wB97M-V/def2-TZVPD" e_above_lowest_kcal_mol=40.4 total_energy_ha=-1103.81420 smiles="S=c1cc(Cl)[nH]o1" e_lumo_ev=-0.20
C -0.16 1.05 0.15 0.165
C 0.84 0.06 0.36 -0.371
C 0.29 -1.18 -0.15 0.155
H 1.72 0.16 1.01 0.263
H -2.14 0.66 -0.09 0.401
N -1.22 0.50 -0.52 -0.285
O -0.96 -0.88 -0.63 -0.306
S 0.92 -2.69 -0.31 -0.101
Cl -0.23 2.71 0.63 0.081

***

[3]
34
Properties=species:S:1:pos:R:3:nbo_charge:R:1 method="wB97M-V/def2-TZVPD" e_above_lowest_kcal_mol=83.7 total_energy_ha=-744.23207 smiles="C[C@H](NC(=O)[C@@H](N)CCCCN)C(=O)O" e_lumo_ev=0.38
C -0.15 0.58 -0.57 -0.204
C -1.40 1.45 -0.80 0.689
C 0.88 1.59 0.01 -0.416
C 1.90 1.22 1.18 -0.406
C 2.48 -0.22 1.02 -0.405
C 3.64 -0.29 -0.09 -0.230
C -2.57 -0.19 0.66 -0.135
C -2.04 -1.39 -0.13 0.796
C -3.90 -0.35 1.33 -0.633
H 0.14 0.20 -2.58 0.366
H -0.35 -1.00 -1.73 0.356
H -0.27 -0.22 0.18 0.247
H 0.35 2.51 0.26 0.231
H 1.42 1.95 -0.94 0.210
H 1.25 1.03 2.16 0.193
H 2.77 1.94 1.41 0.220
H 1.64 -0.92 0.71 0.206
H 2.93 -0.58 2.08 0.206
H 3.41 0.28 -1.06 0.164
H 4.48 0.24 0.42 0.185
H 4.41 -1.50 -1.37 0.337
H 2.92 -1.78 -1.06 0.346
H -3.26 1.63 -0.32 0.411
H -1.79 -0.05 1.39 0.215
H -4.37 0.24 2.11 0.248
H -4.06 -1.38 1.54 0.234
H -4.51 -0.40 0.47 0.222
H -2.32 -2.45 -1.55 0.504
N 0.17 -0.14 -1.69 -0.825
N 3.80 -1.69 -0.55 -0.807
N -2.50 0.92 -0.23 -0.629
O -1.32 2.59 -1.23 -0.618
O -0.96 -2.02 0.03 -0.630
O -2.83 -1.80 -1.06 -0.647

***

[4]
99
Properties=species:S:1:pos:R:3:mulliken_charge:R:1 method="wB97M-V/def2-TZVPD" total_energy_ha=-2510.41642 smiles="CCCCN[C@H](CN(CCF)c1ccccc1)OC/C(I)=C(/C)I.c1ccccc1.c1ccccc1.c1ccccc1.c1ccccc1" e_lumo_ev=-0.45
C -0.84 2.83 1.06 -0.638
C -0.75 2.03 -0.40 -0.332
C -2.03 0.96 -0.38 0.075
C -1.57 -0.30 -1.33 -0.538
N -1.90 -1.67 -0.77 -0.134
C -1.18 -1.97 0.53 -0.202
C -0.78 -3.56 0.58 -0.767
N 0.67 -3.87 0.31 0.104
C 1.44 -3.88 1.64 -0.355
C 1.91 -2.36 2.11 -0.076
F 2.75 -2.39 3.37 -0.352
C 0.64 -5.31 -0.24 0.256
C 0.19 -6.47 0.87 0.070
C 0.06 -8.09 0.46 -0.541
C 0.39 -8.43 -1.14 -0.312
C 0.84 -7.29 -2.24 -0.471
C 0.97 -5.71 -1.81 -0.288
O -2.06 -1.72 1.71 -0.220
C -3.44 -2.15 1.43 -0.321
C -4.30 -2.54 2.82 -0.502
I -4.65 -4.72 3.16 -0.004
C -4.78 -1.47 3.73 0.169
C -5.67 -1.80 5.08 -0.918
I -4.27 0.62 3.25 0.062
H -1.98 2.87 1.40 0.082
H -0.44 3.92 0.90 0.144
H -0.27 2.25 1.91 0.301
H 0.28 1.47 -0.47 0.257
H -0.91 2.78 -1.29 0.150
H -2.21 0.70 0.75 -0.080
H -3.01 1.52 -0.78 0.298
H -0.43 -0.20 -1.67 0.279
H -2.19 -0.20 -2.34 0.143
H -1.51 -2.35 -1.49 0.109
H -0.21 -1.26 0.57 0.181
H -1.13 -3.98 1.63 0.109
H -1.44 -4.13 -0.23 0.477
H 2.43 -4.51 1.56 0.341
H 0.83 -4.32 2.53 0.197
H 2.58 -1.81 1.29 0.252
H 0.98 -1.69 2.37 0.036
H -0.06 -6.23 2.00 0.165
H -0.27 -8.93 1.23 0.288
H 0.27 -9.54 -1.48 0.282
H 1.05 -7.57 -3.38 0.264
H 1.28 -4.83 -2.52 0.371
H -3.53 -3.10 0.74 0.352
H -3.99 -1.27 0.84 0.359
H -6.18 -2.86 5.07 0.309
H -6.54 -0.98 5.09 0.272
H -5.04 -1.70 6.06 0.255
C -1.95 6.55 1.37 -0.318
C -2.56 6.27 0.15 -0.321
C -2.69 7.28 -0.81 -0.281
C -2.22 8.56 -0.54 -0.395
C -1.61 8.84 0.68 -0.401
C -1.48 7.84 1.64 -0.522
H -1.85 5.77 2.12 0.406
H -2.92 5.27 -0.06 0.329
H -3.17 7.07 -1.76 0.421
H -2.32 9.35 -1.29 0.372
H -1.23 9.84 0.89 0.369
H -1.01 8.05 2.60 0.377
C 2.39 5.08 -2.79 -0.402
C 1.46 5.30 -1.77 -0.531
C 0.15 5.67 -2.09 0.166
C -0.23 5.82 -3.42 -0.398
C 0.70 5.60 -4.44 -0.438
C 2.01 5.23 -4.13 -0.451
H 3.41 4.79 -2.55 0.373
H 1.75 5.18 -0.73 0.365
H -0.57 5.85 -1.30 0.223
H -1.25 6.10 -3.67 0.326
H 0.40 5.71 -5.48 0.371
H 2.73 5.07 -4.92 0.361
C 7.61 0.62 4.19 -0.425
C 6.84 0.67 5.36 -0.279
C 5.64 -0.03 5.43 -0.588
C 5.20 -0.78 4.34 -0.144
C 5.96 -0.83 3.18 -0.420
C 7.17 -0.12 3.10 -0.360
H 8.55 1.17 4.14 0.343
H 7.19 1.25 6.21 0.350
H 5.04 0.02 6.34 0.353
H 4.26 -1.32 4.40 0.500
H 5.62 -1.41 2.33 0.338
H 7.76 -0.16 2.19 0.350
C -1.32 -1.44 -5.22 -0.368
C -0.11 -1.31 -5.92 -0.453
C 0.80 -2.36 -5.94 -0.422
C 0.51 -3.55 -5.28 -0.464
C -0.69 -3.69 -4.59 -0.287
C -1.61 -2.63 -4.56 -0.358
H -2.03 -0.62 -5.20 0.401
H 0.11 -0.38 -6.44 0.380
H 1.74 -2.25 -6.48 0.366
H 1.22 -4.37 -5.30 0.393
H -0.92 -4.62 -4.07 0.431
H -2.54 -2.74 -4.01 0.400

***

[5]
74
Properties=species:S:1:pos:R:3:mulliken_charge:R:1 method="wB97M-V/def2-TZVPD" e_above_lowest_kcal_mol=52.7 total_energy_ha=-3442.15273 e_lumo_ev=-1.76
Au 1.40 3.21 -0.11 0.522
C -5.33 1.36 1.67 -1.023
C -5.19 1.34 0.15 -1.059
N -3.80 1.30 -0.28 0.237
C -3.14 2.48 -0.51 -0.320
C -1.85 2.63 -0.87 -0.129
C -1.38 4.09 -0.94 0.555
O -2.25 4.93 -1.15 -0.724
O -0.15 4.37 -0.70 -0.668
C -1.09 1.43 -1.17 0.581
O 0.03 1.38 -1.66 -0.464
C -1.77 0.16 -0.82 0.192
C -1.03 -1.02 -0.91 -0.284
C -1.60 -2.21 -0.56 0.237
F -0.88 -3.35 -0.68 -0.337
C -2.90 -2.28 -0.07 -1.690
C -3.64 -1.12 0.02 -0.381
C -3.10 0.11 -0.37 0.450
N -3.49 -3.50 0.39 0.374
C -4.63 -4.02 -0.35 -0.657
C -5.62 -4.59 0.69 -0.740
N -4.83 -4.85 1.94 -0.152
C -3.56 -5.57 1.62 -0.672
C -2.65 -4.57 0.88 -0.708
H -6.39 1.39 1.95 0.372
H -4.85 2.25 2.08 0.336
H -4.87 0.49 2.12 0.299
H -5.63 2.24 -0.28 0.483
H -5.72 0.50 -0.29 0.437
H -3.73 3.38 -0.37 0.520
H -0.01 -0.96 -1.26 0.655
H -4.64 -1.17 0.44 0.555
H -4.33 -4.80 -1.06 0.305
H -5.11 -3.23 -0.91 0.505
H -6.06 -5.54 0.38 0.375
H -6.41 -3.89 0.94 0.408
H -5.39 -5.35 2.64 0.308
H -4.57 -3.93 2.31 0.381
H -3.83 -6.42 1.00 0.337
H -3.11 -5.94 2.54 0.372
H -2.11 -5.11 0.09 0.438
H -1.90 -4.15 1.55 0.509
O 5.44 5.17 -1.20 -0.398
S 5.04 5.27 0.15 1.084
O 5.98 5.73 1.12 -0.407
O 3.73 4.95 0.55 -0.265
C 5.65 2.03 0.34 -0.017
C 6.95 2.52 0.30 -0.533
C 7.54 3.03 1.44 -0.456
C 6.83 3.07 2.63 -0.738
C 5.53 2.61 2.66 -0.490
C 4.92 2.08 1.53 0.481
S 3.31 1.33 1.73 1.490
O 2.71 1.99 2.87 -0.760
O 3.58 -0.08 1.85 -0.725
O 2.59 1.60 0.46 -0.345
H 7.48 2.49 -0.65 0.436
H 8.56 3.40 1.39 0.383
H 7.29 3.47 3.53 0.381
H 4.94 2.65 3.57 0.522
I 1.18 -3.43 -3.94 0.046
C 2.21 -1.78 -3.16 -0.118
C 3.27 -1.99 -2.30 -0.636
C 3.93 -0.89 -1.77 -0.255
C 3.54 0.39 -2.12 0.834
C 2.47 0.59 -2.99 -0.342
C 1.80 -0.50 -3.52 -0.405
C 4.17 1.61 -1.53 -0.058
O 5.23 1.29 -0.75 -0.379
O 3.82 2.73 -1.77 -0.644
H 3.57 -2.99 -2.02 0.397
H 4.74 -1.03 -1.06 0.464
H 2.15 1.59 -3.21 0.362
H 0.96 -0.35 -4.18 0.358

***

[6]
29
Properties=species:S:1:pos:R:3:nbo_charge:R:1 method="wB97M-V/def2-TZVPD" e_above_lowest_kcal_mol=105.4 total_energy_ha=-495.77193 e_lumo_ev=-7.97 charge=+2
C -0.84 0.41 -2.57 -0.431
C -0.94 1.20 -0.20 0.703
C 2.52 1.04 0.24 -0.421
C -1.81 3.20 0.74 -0.413
C 0.88 -2.66 -0.54 -0.419
C -0.59 -2.46 1.47 -0.366
C 0.76 -0.48 0.58 0.176
N -1.23 0.71 -1.25 -0.273
N 1.55 0.06 -0.22 -0.325
N -1.18 1.84 0.90 -0.569
N 0.05 -1.78 0.19 -0.370
H -1.19 1.31 -3.22 0.293
H 0.26 0.25 -2.34 0.252
H 3.41 0.56 0.24 0.253
H 2.54 1.88 -0.46 0.248
H 2.22 1.30 1.26 0.181
H -2.02 3.60 1.66 0.256
H -2.80 3.12 0.24 0.246
H -1.29 3.83 0.06 0.233
H 0.75 -2.46 -1.54 0.231
H 1.88 -2.46 -0.26 0.241
H 0.64 -3.73 -0.26 0.256
H -1.11 -1.58 1.99 0.227
H -1.22 -3.29 1.19 0.263
H 0.21 -2.75 2.00 0.223
H 0.87 -0.28 1.70 0.212
H -1.16 -0.49 -2.85 0.228
H -0.51 1.70 1.65 0.442
H -0.67 -1.59 -0.41 0.424

***

[7]
36
Properties=species:S:1:pos:R:3:nbo_charge:R:1 method="wB97M-V/def2-TZVPD" multiplicity=2 e_above_lowest_kcal_mol=89.8 s_squared=0.76 total_energy_ha=-916.78788 e_lumo_ev="-4.09 / -11.33" charge=+1
O -2.54 -2.62 0.29 -0.628
H -2.24 -2.52 1.23 0.485
H -2.93 -1.76 -0.03 0.514
O 0.90 -0.35 1.16 -0.946
H 0.90 -0.58 0.25 0.471
H 0.48 0.50 1.11 0.485
O 0.52 -3.14 0.59 -0.804
H 0.00 -3.86 0.17 0.511
H 0.14 -2.33 0.36 0.459
O 1.55 3.53 0.32 -0.927
H 2.43 3.42 0.00 0.468
H 1.77 3.14 1.16 0.459
O -3.36 1.31 0.51 -0.980
H -3.01 1.82 1.28 0.505
H -3.88 1.92 -0.03 0.501
O 2.41 1.88 3.18 -0.933
H 1.82 2.11 3.87 0.481
H 2.01 1.54 2.41 0.456
O -0.34 2.62 -3.02 -0.914
H 0.25 2.02 -2.46 0.453
H -0.59 3.13 -2.20 0.462
O -4.16 -0.90 -0.80 -0.961
H -4.01 -0.09 -0.25 0.505
H -4.00 -0.64 -1.72 0.496
O 3.34 -0.01 -0.17 -0.908
H 2.95 0.87 -0.32 0.457
H 2.58 -0.63 -0.14 0.450
O 0.03 -1.99 3.18 -0.602
H 0.23 -1.98 2.28 0.497
H -0.37 -1.20 3.49 0.486
O 2.62 -0.60 -3.45 -0.940
H 3.17 0.00 -2.96 0.480
H 1.97 -0.97 -2.89 0.459
O 0.00 -0.92 -1.89 -0.970
H -0.52 -1.78 -1.66 0.468
H -0.14 -0.95 -2.84 0.506

***

[8]
84
Properties=species:S:1:pos:R:3:lowdin_spin:R:1 method="wB97M-V/def2-TZVPD" multiplicity=4 e_above_lowest_kcal_mol=34.5 s_squared=3.78 total_energy_ha=-3221.45988 e_lumo_ev="-2.07 / -3.86" charge=+1
Tc 0.50 -0.61 -0.08 2.054
N 2.60 -0.50 0.02 0.020
C 2.91 0.62 0.88 0.008
C 4.22 0.66 1.38 0.001
C 4.57 1.69 2.27 0.002
C 3.54 2.60 2.67 0.001
C 2.32 2.67 1.94 0.001
C 1.94 1.59 1.16 0.005
P 0.11 1.48 0.90 0.002
C -0.85 1.69 2.52 -0.003
C -0.23 1.88 3.79 0.000
C -1.05 2.33 4.86 0.000
C -2.49 2.43 4.73 -0.001
C -3.05 2.13 3.49 0.001
C -2.23 1.64 2.49 0.004
C -0.33 3.04 0.01 0.001
C 0.65 3.81 -0.61 -0.001
C 0.36 5.03 -1.20 0.001
C -0.97 5.40 -1.38 -0.002
C -1.97 4.66 -0.77 0.001
C -1.62 3.39 -0.21 -0.001
H 3.07 -1.36 0.38 0.005
H 3.07 -0.38 -0.85 0.003
H 5.00 0.02 1.07 0.000
H 5.57 1.75 2.67 0.000
H 3.71 3.29 3.51 0.000
H 1.59 3.38 2.30 0.000
H 0.83 1.76 3.94 0.000
H -0.54 2.67 5.78 0.000
H -3.03 2.86 5.61 0.000
H -4.12 2.18 3.35 0.000
H -2.71 1.36 1.55 0.006
H 1.71 3.58 -0.56 0.000
H 1.15 5.67 -1.55 0.000
H -1.18 6.15 -2.12 0.000
H -3.00 4.99 -0.78 0.000
H -2.42 2.73 0.18 0.001
C -3.60 -2.02 1.79 -0.001
C -2.14 -1.73 1.45 0.086
S -1.80 -0.81 -0.02 0.313
C -1.15 -2.20 2.25 0.119
C -1.49 -3.02 3.41 0.014
S 0.48 -1.70 2.13 0.199
H -3.92 -3.07 1.51 0.001
H -4.19 -1.21 1.32 0.000
H -3.77 -1.97 2.86 0.001
H -1.91 -3.98 3.18 0.004
H -2.28 -2.41 3.82 0.005
H -0.77 -3.11 4.17 0.001
C 4.78 1.74 -2.78 0.000
O 4.05 0.58 -2.31 0.003
H 4.06 2.39 -3.35 0.000
H 5.59 1.45 -3.51 0.000
H 5.30 2.32 -1.97 0.000
H 4.21 -0.20 -2.84 0.000
C 0.56 -6.07 -0.23 0.002
C -0.16 -5.18 -1.19 0.002
C 0.25 -5.58 -2.61 0.001
C -1.68 -5.19 -0.97 0.001
C 0.21 -3.78 -0.99 0.016
N 0.41 -2.66 -0.74 0.007
H 0.32 -7.13 -0.57 0.000
H 0.21 -6.04 0.80 0.000
H 1.66 -5.91 -0.25 0.000
H -0.11 -6.61 -2.80 0.000
H 1.36 -5.54 -2.73 0.000
H -0.11 -4.89 -3.37 0.000
H -2.13 -6.14 -1.17 0.000
H -2.17 -4.34 -1.50 0.001
H -1.89 -5.08 0.14 0.000
Cl -4.31 1.62 -4.51 0.000
C -2.69 1.28 -4.15 0.002
C -2.42 -0.08 -4.02 0.000
C -1.31 -0.47 -3.31 0.003
C -0.35 0.46 -2.84 0.016
C 0.77 0.20 -1.89 0.054
C -0.54 1.80 -3.30 0.002
C -1.71 2.24 -3.83 0.001
H -3.15 -0.84 -4.35 0.000
H -1.23 -1.52 -2.96 0.002
H 1.44 1.09 -1.83 0.014
H 1.38 -0.74 -2.13 0.024
H 0.22 2.52 -3.03 0.000
H -1.93 3.27 -4.13 0.000